No. 1
Entry from OMol25: a molecular structure, C44H64BClI2N2O11PS (ωB97M-V/def2-TZVPD).

E_LUMO (eV): 1.90
Orbital gap (eV): 6.6
F_max (eV/Å): 7.5
Highest occupied orbital energy (eV): -4.7
Net charge: -1
E (a.u.): -4471.49900

Geometry as XYZ:
```
127
C44H64BClI2N2O11PS | OMol25 | ωB97M-V/def2-TZVPD
C -1.30 -7.05 4.56
C -1.38 -5.58 3.88
C -0.14 -5.38 2.84
I -0.82 -5.23 0.73
C 0.72 -4.07 3.10
C 2.29 -4.06 3.32
B 3.08 -5.51 3.33
C 3.23 -6.22 4.82
O 3.60 -6.13 2.14
C 3.11 -2.74 3.55
C 4.68 -2.64 3.76
O 5.51 -3.44 2.89
C 5.45 -3.07 1.53
C 4.80 -1.81 0.91
C 4.82 -1.54 -0.63
C 5.51 -2.55 -1.62
C 6.22 -3.82 -1.02
C 6.17 -4.05 0.51
C 2.30 -1.38 3.61
C 2.94 0.05 3.91
C 2.99 1.06 2.65
C 2.47 2.55 2.99
Cl 2.14 3.57 1.49
C 0.76 -1.43 3.39
C -0.09 -2.71 3.13
N -1.56 -2.63 2.97
C -2.28 -2.45 4.27
O -1.70 -1.96 5.32
O -3.63 -2.82 4.29
C -2.02 -1.57 2.07
C -3.17 -1.79 1.00
I -4.24 -3.68 0.78
C -3.65 -0.63 0.02
C -4.82 -0.94 -1.06
C -6.24 -0.76 -0.32
C -6.77 0.78 -0.20
N -6.99 -1.74 0.14
C -3.03 0.83 0.07
P -3.60 2.19 -1.10
C -3.23 3.93 -0.44
C -2.97 1.95 -2.87
C -1.91 1.05 1.16
O -1.24 2.33 1.34
C -1.45 -0.09 2.10
S -0.17 0.20 3.42
H -1.78 -7.88 3.94
H -1.80 -6.94 5.60
H -0.19 -7.27 4.77
H -2.41 -5.38 3.38
H -1.18 -4.83 4.74
H 0.43 -6.37 2.87
H 3.70 -7.27 4.74
H 2.20 -6.35 5.34
H 3.89 -5.59 5.53
H 4.10 -6.93 2.43
H 4.91 -2.99 4.84
H 5.10 -1.56 3.70
H 4.28 -1.08 1.61
H 4.33 -0.63 -1.12
H 5.52 -2.39 -2.76
H 6.75 -4.57 -1.70
H 6.70 -4.99 0.91
H 3.98 0.04 4.38
H 2.26 0.55 4.70
H 4.04 1.07 2.16
H 2.24 0.65 1.87
H 3.29 3.07 3.60
H 1.48 2.46 3.55
H -4.69 -1.95 -1.58
H -4.82 -0.15 -1.92
H -6.70 1.28 -1.24
H -7.86 0.84 0.13
H -6.07 1.38 0.49
H -7.84 -1.25 0.52
H -2.08 4.05 -0.33
H -3.52 4.67 -1.29
H -3.77 4.20 0.53
H -3.81 2.30 -3.57
H -2.67 0.85 -3.02
H -2.07 2.66 -3.01
H -1.89 2.86 1.87
C -8.05 5.98 -5.12
O -9.06 5.05 -4.78
C -8.56 3.72 -4.61
C -9.29 3.02 -3.46
O -8.94 3.49 -2.16
C -9.41 4.80 -1.81
C -10.92 4.90 -1.63
O -11.57 4.90 -2.90
C -12.82 4.24 -2.87
H -7.73 5.83 -6.15
H -8.47 6.98 -5.01
H -7.20 5.89 -4.44
H -7.49 3.73 -4.40
H -8.74 3.18 -5.54
H -8.98 1.97 -3.48
H -10.37 3.02 -3.60
H -9.03 5.55 -2.50
H -8.95 5.01 -0.84
H -11.17 5.84 -1.13
H -11.26 4.06 -1.02
H -12.73 3.24 -2.44
H -13.17 4.13 -3.91
H -13.56 4.83 -2.32
C 7.39 1.12 -0.68
O 8.72 1.08 -1.19
C 9.12 -0.23 -1.57
C 9.98 -0.18 -2.83
O 9.26 0.12 -4.03
C 8.78 1.46 -4.17
C 9.87 2.51 -4.36
O 10.53 2.77 -3.13
C 11.91 3.05 -3.29
H 7.36 0.69 0.32
H 7.09 2.17 -0.63
H 6.70 0.60 -1.35
H 8.26 -0.88 -1.75
H 9.71 -0.65 -0.75
H 10.40 -1.18 -2.99
H 10.84 0.48 -2.72
H 8.10 1.72 -3.36
H 8.17 1.45 -5.08
H 9.42 3.44 -4.70
H 10.58 2.15 -5.11
H 12.40 2.27 -3.88
H 12.37 3.06 -2.30
H 12.05 4.03 -3.76
```

These are the Löwdin partial charges, in e, on atoms 1 to 5:
1. C -0.12
2. C -0.26
3. C -0.63
4. I 0.73
5. C -0.12

No. 2
Entry from OMol25: a molecular structure, C6H11N (ωB97M-V/def2-TZVPD).

E_LUMO (eV): 1.01
Orbital gap (eV): 8.5
F_max (eV/Å): 10.0
Highest occupied orbital energy (eV): -7.5
Net charge: 0
E (a.u.): -289.77755
ΔE to the lowest compared entry with this formula, charge and spin (kJ/mol): 509.7

Geometry as XYZ:
```
18
C6H11N | OMol25 | ωB97M-V/def2-TZVPD
C -1.00 -0.66 -0.90
C 0.52 -0.27 -1.02
C 1.25 -0.05 0.16
C 0.83 1.45 0.48
C -1.51 0.33 0.14
C 0.45 -0.60 1.26
H -1.46 -0.79 -2.09
H -1.12 -1.74 -0.65
H 0.58 0.52 -1.77
H 0.81 -1.05 -1.92
H 2.33 -0.38 0.37
H 1.37 1.68 1.41
H 0.59 2.27 -0.29
H -1.80 1.21 -0.34
H -2.19 -0.23 0.78
H 0.77 -0.91 2.37
H -0.14 -1.41 0.96
N -0.29 0.63 1.06
```

These are the Löwdin partial charges, in e, on atoms 1 to 5:
1. C -0.21
2. C -0.25
3. C -0.36
4. C -0.07
5. C -0.13

No. 3
Entry from OMol25: a molecular structure, C17H34O2P2Ti (ωB97M-V/def2-TZVPD).

E_LUMO (alpha / beta) (eV): 0.40 / 0.14
Orbital gap (alpha / beta) (eV): 6.4 / 7.2
F_max (eV/Å): 4.9
Expectation value of S²: 2.005
Highest occupied orbital energy (alpha / beta) (eV): -6.0 / -7.1
Net charge: 0
2S+1: 3
E (a.u.): -2350.56427
ΔE to the lowest compared entry with this formula, charge and spin (kJ/mol): 27.2

Geometry as XYZ:
```
56
C17H34O2P2Ti | OMol25 | ωB97M-V/def2-TZVPD
P -1.39 0.81 0.97
P -1.18 -1.81 -1.59
C -2.58 0.09 -0.24
C -2.34 -1.42 -0.25
H -2.41 0.58 -1.22
H -3.60 0.33 0.05
H -1.89 -1.76 0.70
H -3.27 -1.96 -0.41
C -1.46 -0.73 -3.02
H -0.67 -0.87 -3.77
H -1.42 0.33 -2.72
H -2.44 -0.96 -3.46
C -1.70 -3.53 -1.97
H -1.93 -3.52 -3.05
H -2.58 -3.86 -1.37
H -0.85 -4.25 -1.77
C -2.31 2.46 1.02
H -2.03 3.02 1.93
H -3.38 2.23 1.07
H -2.14 3.13 0.15
C -2.34 0.33 2.41
H -2.08 -0.68 2.68
H -3.41 0.38 2.21
H -2.13 0.99 3.24
Ti 0.72 -2.65 -0.98
C 0.35 2.34 -0.05
C 0.58 3.63 0.40
C 1.28 4.08 1.65
C 1.39 3.08 2.82
C 0.25 2.20 3.01
C 0.23 0.95 2.47
C 1.31 0.47 1.44
C 1.42 1.26 0.13
C 2.33 -2.43 0.48
H -0.33 2.12 -0.90
H 0.35 4.47 -0.27
H 0.86 5.02 2.05
H 2.32 4.32 1.38
H 2.30 2.51 2.69
H 1.49 3.68 3.74
H -0.52 2.53 3.69
H -0.08 0.05 3.04
H 1.01 -0.56 1.20
H 2.35 0.41 1.81
H 2.41 1.74 -0.02
H 1.35 0.51 -0.70
H 2.92 -3.39 0.29
H 1.93 -2.50 1.54
H 3.06 -1.56 0.45
C 3.41 -3.16 -3.71
C 2.27 -2.98 -2.78
O 1.65 -3.98 -2.24
O 1.88 -1.79 -2.41
H 3.73 -4.21 -3.67
H 4.27 -2.54 -3.41
H 3.06 -2.95 -4.74
```

These are the Löwdin partial charges, in e, on atoms 1 to 5:
1. P 0.93
2. P 0.71
3. C -0.42
4. C -0.40
5. H 0.05

No. 4
Entry from OMol25: a single C7H8S molecule (ωB97M-V/def2-TZVPD).

E_LUMO (eV): -0.25
Orbital gap (eV): 7.3
SMILES: C=c1scc(C)c1=C
F_max (eV/Å): 5.4
Highest occupied orbital energy (eV): -7.6
Net charge: 0
E (a.u.): -669.56460
ΔE to the lowest compared entry with this formula, charge and spin (kJ/mol): 340.8

Geometry as XYZ:
```
16
C7H8S | OMol25 | ωB97M-V/def2-TZVPD
C 2.59 -0.28 0.28
C 1.14 -0.49 -0.16
C 0.36 -1.59 -0.12
C -1.06 0.55 -0.17
C -2.18 1.45 0.21
C 0.42 0.77 -0.16
C 1.14 1.87 -0.08
H 3.20 -1.18 -0.04
H 2.68 0.36 1.39
H 3.05 0.55 -0.38
H 0.61 -2.72 0.08
H -3.20 0.95 0.35
H -2.15 2.63 0.22
H 0.54 2.79 -0.34
H 2.13 1.83 -0.35
S -1.33 -1.18 0.02
```

These are the Löwdin partial charges, in e, on atoms 1 to 5:
1. C -0.08
2. C -0.38
3. C -0.36
4. C -0.50
5. C 0.00

No. 5
Entry from OMol25: 2 unconnected molecules or ions with the total composition C4H2BrN (ωB97M-V/def2-TZVPD).

E_LUMO (alpha / beta) (eV): -1.50 / -1.50
Orbital gap (alpha / beta) (eV): 8.1 / 8.1
F_max (eV/Å): 5.3
Highest occupied orbital energy (alpha / beta) (eV): -9.6 / -9.6
Net charge: 0
E (a.u.): -2782.08603
ΔE to the lowest compared entry with this formula, charge and spin (kJ/mol): 385.7

Geometry as XYZ:
```
8
C4H2BrN | OMol25 | ωB97M-V/def2-TZVPD
C -0.66 -2.06 -0.79
C 0.71 2.15 0.31
C -0.22 -1.06 -1.27
C 0.76 1.35 -0.60
N 0.92 0.55 -1.62
Br 0.30 1.16 -3.29
H -1.15 -2.93 -0.47
H 0.80 2.81 1.12
```

These are the Löwdin partial charges, in e, on atoms 1 to 5:
1. C 0.01
2. C 0.16
3. C -0.04
4. C -0.41
5. N -0.43